--- one ---
The following is a DFT calculation (ωB97M-V/def2-TZVPD) of a 3-piece molecular cluster, CClO4P overall.

Geometry as XYZ:
```
7
Properties=species:S:1:pos:R:3:lowdin_charge:R:1
C 2.2556 -2.3821 -2.4687 -0.017
O 1.0724 -0.1980 0.1229 -0.423
O -1.1157 1.1761 -0.1469 -0.399
O 1.6501 -1.7559 -3.1911 0.007
O 0.1635 1.1917 2.0662 -0.383
P 0.0445 0.7380 0.6753 0.214
Cl -8.0551 3.4042 6.5210 -1.000
```

As for the spin multiplicity: 1. The HOMO energy is -1.94 eV. As for the net charge: -2.

---

--- two ---
The following is a DFT calculation (ωB97M-V/def2-TZVPD) of CClO4P as an isolated structure.

Geometry as XYZ:
```
7
Properties=species:S:1:pos:R:3:lowdin_charge:R:1
C 0.2739 1.4358 0.9294 -0.350
O 1.1734 -1.7728 -0.2315 -0.415
O 0.6173 -0.0058 -2.0103 -0.415
O -0.1796 0.4241 0.5933 -0.170
O -1.2449 -1.4452 -1.0168 -0.411
P 0.1605 -0.9672 -0.9707 0.105
Cl -0.8006 2.3311 2.7066 -0.344
```

As for the spin multiplicity: 1. The HOMO energy is -1.14 eV. As for the net charge: -2.

---

Quick one: least stable of them? two

---

--- one ---
The following is a DFT calculation (ωB97M-V/def2-TZVPD) of CH4S3 as an isolated structure.

Geometry as XYZ:
```
8
Properties=species:S:1:pos:R:3:lowdin_charge:R:1
C 0.2590 -0.4011 0.7645 -0.473
S -0.6803 -0.7313 -2.1827 0.278
S -0.2096 1.0833 -0.2344 0.205
S -1.1357 2.1767 1.1320 0.162
H 0.2806 -0.0384 1.7980 0.009
H 1.2869 -0.6931 0.5320 0.037
H -0.3463 -1.2957 0.5732 0.019
H 0.5455 -0.1006 -2.3825 -0.237
```

As for the spin multiplicity: 1. The HOMO energy (spin up / spin down) is -9.08 / -9.23 eV.

---

--- two ---
The following is a DFT calculation (ωB97M-V/def2-TZVPD) of the molecule CH4S3.

Geometry as XYZ:
```
8
Properties=species:S:1:pos:R:3:lowdin_charge:R:1
C -0.4211 -0.0501 -0.3365 -1.464
S -0.5810 1.6990 0.1528 0.607
S -1.9017 -0.9171 0.2667 0.615
S 1.1587 -0.8154 0.1726 0.608
H -0.3210 -0.0592 -1.5310 0.065
H 0.3921 2.1446 -0.6397 -0.140
H -1.3120 -2.1029 0.3981 -0.155
H 1.1024 -0.4558 1.4540 -0.137
```

As for the SMILES: SC(S)S. As for the spin multiplicity: 1. The HOMO energy is -9.20 eV.

---

Quick one: least stable of them? one

---

--- one ---
The following is a DFT calculation (ωB97M-V/def2-TZVPD) of the molecule C4N2.

Geometry as XYZ:
```
6
Properties=species:S:1:pos:R:3:lowdin_charge:R:1
C -0.2314 1.8654 0.1307 -0.231
C -0.1189 0.6055 0.3705 -0.011
C 0.2272 -0.5890 0.2725 0.003
C 0.4334 -1.9045 -0.0518 -0.129
N -0.4513 3.0321 -0.0070 0.203
N 0.1410 -3.0095 -0.7148 0.165
```

As for the SMILES: N#CC#CC#N. As for the spin multiplicity: 1. The HOMO energy is -10.92 eV.

---

--- two ---
The following is a DFT calculation (ωB97M-V/def2-TZVPD) of the molecule C4N2.

Geometry as XYZ:
```
6
Properties=species:S:1:pos:R:3:lowdin_charge:R:1
C -0.5219 0.2069 0.5331 0.020
C 0.6334 0.2633 0.8993 0.031
C 1.7640 -0.0481 0.1585 -0.241
N 2.4929 -0.3708 -0.6813 0.173
C -1.7063 0.0522 -0.1369 -0.185
N -2.6621 -0.1035 -0.7727 0.203
```

As for the SMILES: N#CC#CC#N. As for the spin multiplicity: 1. The HOMO energy is -11.45 eV.

---

Quick one: least stable of them? one

---

--- one ---
The following is a DFT calculation (ωB97M-V/def2-TZVPD) of the molecule C19H21N3O3.

Geometry as XYZ:
```
46
Properties=species:S:1:pos:R:3:lowdin_charge:R:1
C -7.2934 -1.5416 1.2515 -0.107
C -6.3998 -0.5086 0.5786 -0.233
C -5.8566 -1.0304 -0.7535 -0.212
O -5.0548 -0.0801 -1.4259 -0.041
C -3.7796 0.1442 -1.0194 -0.264
C -3.1071 -0.5567 -0.0223 -0.007
C -1.7954 -0.2434 0.2860 0.005
C -1.1371 0.7648 -0.3990 -0.183
C -1.7978 1.4695 -1.3990 0.004
C -3.1058 1.1629 -1.6993 0.012
H -3.6358 1.6983 -2.4706 0.120
H -1.2903 2.2585 -1.9299 0.118
N 0.2135 1.0779 -0.0824 0.105
C 1.1895 0.1234 0.0936 -0.360
O 1.0344 -1.0692 0.0559 0.123
C 2.5143 0.8387 0.3322 -0.249
N 3.1684 0.2751 1.4970 -0.007
H 2.9723 -0.7224 1.5312 0.111
C 4.6079 0.5005 1.5467 -0.170
C 5.3479 -0.1652 0.4158 -0.209
C 5.5230 -1.5454 0.3900 -0.025
C 6.1386 -2.1289 -0.7032 -0.055
C 6.5478 -1.3068 -1.7437 -0.152
N 6.3852 0.0040 -1.7352 0.063
C 5.8034 0.5543 -0.6844 -0.121
H 5.7018 1.6327 -0.7202 0.114
H 7.0269 -1.7126 -2.6248 0.103
H 6.2936 -3.1956 -0.7502 0.102
H 5.1824 -2.1507 1.2193 0.118
H 4.9578 0.1113 2.5066 0.124
H 4.7783 1.5801 1.5261 0.119
C 2.1227 2.3031 0.5136 -0.014
C 0.6664 2.3777 0.1104 -0.396
O -0.0045 3.3648 -0.0096 0.122
H 2.7124 3.0017 -0.0784 0.129
H 2.2072 2.5890 1.5638 0.138
H 3.1132 0.7055 -0.5887 0.157
H -1.2828 -0.7931 1.0591 0.119
H -3.5872 -1.3510 0.5263 0.107
H -5.3103 -1.9707 -0.6092 0.123
H -6.6870 -1.2205 -1.4397 0.131
H -5.5677 -0.2508 1.2368 0.104
H -6.9639 0.4060 0.3868 0.116
H -7.6790 -1.1529 2.1903 0.071
H -6.7375 -2.4533 1.4598 0.073
H -8.1357 -1.7936 0.6113 0.073
```

As for the SMILES: CCCOc1ccc(N2C(=O)C[C@@H](NCc3cccnc3)C2=O)cc1. As for the spin multiplicity: 1. The HOMO energy is -8.42 eV.

---

--- two ---
The following is a DFT calculation (ωB97M-V/def2-TZVPD) of the molecule C19H21N3O3.

Geometry as XYZ:
```
46
Properties=species:S:1:pos:R:3:lowdin_charge:R:1
C -1.6933 3.0138 -0.6814 -0.010
C -0.1662 3.1991 -0.7984 -0.333
H 0.1851 3.9554 -1.4396 0.115
H 0.2493 3.4764 0.2654 0.150
O 0.5634 2.2698 -1.3392 -0.009
C 1.6126 1.7916 -0.5437 -0.306
O 2.0319 2.3594 0.4771 0.063
C 2.3457 0.4930 -1.3065 0.035
C 2.3759 -0.6673 -0.2656 -0.011
N 0.9122 -1.0865 0.1029 -0.107
C 0.1727 -1.7163 -0.6680 -0.259
N 0.5668 -2.3443 -1.7580 0.152
C -0.6221 -2.5885 -2.7135 -0.127
C -1.9280 -2.4861 -2.3214 -0.040
C -2.1983 -1.5136 -1.3656 -0.254
C -1.3253 -1.1208 -0.3653 0.011
C -1.2827 -0.1779 0.6317 -0.328
O -2.0836 0.3759 1.3405 0.071
N 0.2693 -0.3816 0.9065 0.047
C 0.6915 0.1379 2.3096 -0.235
C 1.7829 -0.5160 2.8567 0.023
C 2.2076 -0.1654 4.2727 -0.045
C 1.8299 0.9937 4.6691 -0.157
C 0.7601 1.7839 4.1068 0.037
C 0.5836 1.3273 2.6584 -0.089
H -0.4645 1.9062 2.1795 0.184
H 0.4055 2.9182 4.2967 0.145
H 2.3266 1.3142 5.5269 0.087
H 2.9012 -0.6603 4.6928 0.037
H 1.9137 -1.5324 2.4801 0.110
C -3.6082 -1.2265 -1.0455 -0.058
H -3.6486 -0.4231 -0.2295 0.084
H -4.3337 -2.0732 -0.8667 0.100
H -4.1363 -0.4976 -1.9413 0.150
H -2.7228 -2.6908 -3.0179 0.121
C -0.1797 -3.8254 -3.6828 0.029
H -0.6113 -4.5673 -3.7632 -0.079
H -0.7488 -3.2628 -4.5072 0.111
H 0.8526 -3.8111 -3.7142 0.049
H 2.8809 -0.4745 0.8039 0.153
H 2.5288 -1.6017 -0.7169 0.083
H 1.5289 0.1528 -1.8541 0.084
H 3.2448 0.7578 -1.5020 0.050
H -2.0127 2.9311 -1.6828 0.065
H -1.7726 2.2966 0.0466 0.019
H -2.1850 3.9569 -0.5337 0.080
```

As for the SMILES: CCOC(=O)CCn1c2nc(C)cc(C)c2c(=O)n1-c1ccccc1. As for the spin multiplicity: 1. The HOMO energy is -7.87 eV.

---

Quick one: least stable of them? two

---

--- one ---
The following is a DFT calculation (ωB97M-V/def2-TZVPD) of a 3-piece molecular cluster, C3H13N2O2S overall.

Geometry as XYZ:
```
21
Properties=species:S:1:pos:R:3:lowdin_charge:R:1
C -0.4991 -1.5635 -0.9879 -0.334
C 0.0708 -0.1332 -1.0957 -0.700
S 1.9461 -0.1685 -0.7955 0.061
N -1.7938 -1.6621 -1.7263 -0.082
C -2.9033 -1.9592 -0.7859 -0.353
N -3.4131 -0.7065 -0.2436 -0.001
H -0.5939 -1.7823 0.0658 0.089
H 0.1963 -2.2001 -1.5332 0.074
H 0.1807 0.1578 -2.1335 -0.002
H -0.4611 0.5124 -0.3996 0.026
H -1.8210 -2.3126 -2.4935 0.078
H -3.6979 -2.5910 -1.2157 0.091
H -2.5952 -2.6647 -0.0084 0.094
H -3.2606 -0.0092 -0.9520 0.055
H -2.8817 -0.4826 0.5846 0.050
H 1.7262 4.3724 2.6394 0.050
H 2.7245 4.8680 1.6183 0.008
O 2.3034 5.1258 2.4138 -0.060
H 2.6021 0.0047 2.6982 -0.009
H 1.3290 0.3216 1.9922 -0.021
O 1.7034 0.1945 2.8903 -0.114
```

As for the spin multiplicity: 1. The HOMO energy is -2.82 eV. As for the net charge: -1.

---

--- two ---
The following is a DFT calculation (ωB97M-V/def2-TZVPD) of a 3-piece molecular cluster, C3H13N2O2S overall.

Geometry as XYZ:
```
21
Properties=species:S:1:pos:R:3:lowdin_charge:R:1
N -0.9424 -1.9254 -1.0257 0.014
C -0.0445 -1.1531 -0.1681 -0.525
C 0.0068 0.3220 -0.5483 -0.685
S -1.5231 1.2400 -0.0423 0.166
C 1.3199 -1.8310 -0.2042 -0.270
N 1.4239 -3.0311 0.6487 -0.022
H -1.8810 -1.5541 -0.9441 0.038
H -0.6057 -1.9557 -1.9751 0.053
H -0.4932 -1.2865 0.8113 0.095
H 0.8499 0.8020 -0.0530 0.034
H 0.1468 0.4618 -1.6193 0.036
H 1.5878 -2.1630 -1.2192 0.104
H 2.1447 -1.1639 0.0609 0.100
H 0.7666 -3.7009 0.2729 0.042
H 1.0849 -2.7734 1.5744 0.058
H -1.0223 0.3707 2.0970 -0.096
H -1.2369 0.6397 3.6483 0.007
O -0.7344 0.1359 3.0053 -0.140
H -0.2406 5.6377 -0.8889 0.040
H -0.7031 6.6166 -1.9363 0.026
O 0.0962 6.3115 -1.4943 -0.073
```

As for the spin multiplicity: 1. The HOMO energy is -3.02 eV. As for the net charge: -1.

---

Quick one: least stable of them? one

---

--- one ---
The following is a DFT calculation (ωB97M-V/def2-TZVPD) of C4H6FLiO4 as an isolated structure.

Geometry as XYZ:
```
16
Properties=species:S:1:pos:R:3:lowdin_charge:R:1
C 1.4646 0.9336 -0.7432 -0.154
O 1.3986 -0.2505 -0.0037 -0.156
H 2.2204 1.6231 -0.3280 0.095
H 1.8681 0.7015 -1.7417 0.081
H 0.4952 1.4388 -0.9039 0.087
C -1.4926 0.5449 0.6737 -0.535
O -0.7160 -0.4762 1.0489 -0.009
C -0.0191 -1.1352 0.0000 -0.070
C -1.1492 -0.9230 -1.0374 -0.035
O -1.8597 0.2422 -0.5613 0.082
O -1.2919 1.5008 1.3906 0.081
F 0.9544 -0.7734 2.7661 -0.707
H 0.4398 -2.1234 -0.0031 0.169
H -0.7640 -0.7162 -2.0397 0.142
H -1.8395 -1.7715 -1.0727 0.145
Li 0.2908 1.1846 2.5553 0.784
```

As for the spin multiplicity: 1. The HOMO energy is -8.30 eV.

---

--- two ---
The following is a DFT calculation (ωB97M-V/def2-TZVPD) of C4H6FLiO4 as an isolated structure.

Geometry as XYZ:
```
16
Properties=species:S:1:pos:R:3:lowdin_charge:R:1
C 1.3735 1.6615 0.6711 -0.124
O 0.1658 0.9451 0.8952 -0.209
H 1.4854 1.8856 -0.4009 0.086
H 1.3377 2.5531 1.3041 0.087
H 2.2690 1.0442 0.8329 0.088
C 0.5390 -0.9115 0.5575 -0.508
O 0.3878 -0.2455 -0.7653 -0.155
C -0.8931 0.2529 -0.6845 0.067
C -1.7135 -0.5327 0.3299 -0.085
O -0.7055 -1.3210 0.9633 0.039
O 1.4331 -1.7570 0.4280 0.021
F -0.7522 -1.4438 -2.2308 -0.566
H -1.2169 0.9858 -1.4263 0.168
H -2.1828 0.1384 1.0602 0.139
H -2.5277 -1.1478 -0.0651 0.146
Li 1.0004 -2.1072 -1.4693 0.806
```

As for the spin multiplicity: 1. The HOMO energy is -9.10 eV.

---

Quick one: least stable of them? two